Here is a structure of composition C37H88BaF3N3O44P8 in a non-equilibrium geometry from the OMol25 dataset. Energies are from ωB97M-V/def2-TZVPD.

Structure (XYZ):
```
184
Properties=species:S:1:pos:R:3:forces:R:3
Ba -10.098615 30.229150 -12.107255 0.5 0.9 0.5
P -4.073970 27.980540 -7.496242 -1.2 -0.9 0.6
P -9.095264 33.494712 -14.480254 0.3 -0.1 0.3
P -14.174872 30.967276 -11.865704 -3.8 0.3 -0.8
P -6.570249 29.844121 -14.064904 1.3 0.5 0.3
P -10.905596 40.542832 -6.379363 1.3 -1.2 0.3
P -13.101200 35.134402 -2.720538 0.3 0.1 0.5
P -11.498336 29.162563 -8.287931 -1.9 0.2 1.7
P -1.992374 33.443246 -5.685945 0.8 0.0 1.0
F -5.960226 41.357057 -9.002127 -1.6 0.6 -0.9
F -4.531371 41.033603 -7.541196 0.6 -0.6 1.0
F -4.108604 40.499518 -9.564130 1.3 -0.2 -1.1
O -15.175017 35.562923 -8.414346 -0.3 -0.3 -0.5
O -3.056438 28.050627 -8.560579 -0.5 0.2 0.5
O -11.628325 34.649588 -3.194436 -1.3 -0.6 -1.6
O -9.005573 32.253621 -13.624539 -0.6 1.4 -1.3
O -11.975140 27.656022 -8.032310 -0.2 1.2 -0.2
O -8.276329 31.032150 -10.354367 -0.9 0.1 -0.7
O -4.417715 36.198763 -11.193581 0.7 -1.8 0.8
O -12.383063 40.694405 -7.045756 1.0 0.4 0.7
O -2.782971 33.073801 -7.066436 1.1 1.2 2.0
O -6.863436 38.927351 -8.562915 1.9 3.5 -0.5
O -10.453502 38.977185 -6.733100 -0.4 2.1 0.6
O -7.685318 29.404681 -13.168700 0.4 0.1 -1.0
O -14.453890 32.565921 -11.876655 -1.5 -4.3 -1.8
O -3.862652 28.980713 -6.246513 -1.1 -1.3 -1.3
O -1.577823 35.042574 -5.886646 1.1 -1.9 -0.4
O -13.992776 34.062593 -2.199403 0.9 1.3 -0.7
O -9.926827 41.332202 -7.392692 -2.0 0.3 0.6
O -3.485573 34.211527 -11.054188 -0.5 1.1 0.3
O -5.189537 29.021650 -13.778746 -1.8 0.2 0.0
O -9.788441 35.328625 -7.398285 1.9 -2.2 -0.5
O -14.881607 30.413221 -10.515230 2.5 0.6 -0.8
O -12.749827 36.333450 -1.673965 -0.7 -0.8 -1.3
O -6.100495 31.371948 -13.851311 -0.7 -1.7 -1.4
O -4.264073 26.485549 -6.836022 -0.4 2.1 -1.0
O -14.385402 37.056376 -7.057464 0.1 -2.2 -0.9
O -5.622882 28.295722 -7.902686 1.8 -1.6 0.8
O -11.221592 29.497950 -9.709977 0.3 -0.2 0.9
O -15.241210 30.476662 -13.039112 0.7 1.6 1.8
O -3.085497 33.691665 -4.467351 2.1 -1.4 -2.1
O -8.212698 34.732164 -13.932400 -1.2 -1.5 -0.9
O -7.378167 39.078703 -5.198180 1.5 -0.8 0.7
O -10.359019 29.330581 -7.194129 -2.1 0.3 -0.7
O -4.816726 38.184128 -8.009852 -1.1 2.4 -1.7
O -6.829605 29.705293 -15.684413 0.1 -0.4 2.2
O -12.817213 30.508126 -12.166694 0.3 0.0 0.5
O -0.942882 32.407854 -5.345620 -2.1 2.4 -0.4
O -7.160463 33.987113 -7.011979 -2.9 -0.2 -2.0
O -13.646798 35.955803 -4.005522 1.2 -1.1 1.1
O -10.528579 32.659354 -11.028964 -0.6 -1.7 -2.1
O -8.612881 33.293606 -15.979651 -1.7 1.4 1.3
O -10.570658 34.136934 -14.695781 2.9 -0.5 1.3
O -10.797078 40.856242 -4.916112 -0.4 -0.2 -2.2
O -5.251598 38.828500 -4.712841 -2.0 -1.4 -0.2
O -12.730005 30.005180 -7.560200 1.4 -3.6 -1.6
N -6.364549 38.375131 -5.028598 -0.5 2.1 -1.7
N -14.413787 35.903704 -7.548536 0.1 2.4 1.6
N -4.104526 35.162027 -10.577140 -0.3 0.6 -1.4
C -4.557116 35.049154 -9.183283 -0.2 -0.2 0.6
C -11.274412 26.580309 -8.645733 0.0 -0.6 -0.2
C -5.033950 40.506900 -8.644034 -0.3 0.3 0.3
C -7.709763 37.353765 -10.057555 -0.4 -0.4 1.2
C -12.590633 31.367504 -7.520957 0.2 2.5 0.3
C -13.479586 40.494433 -6.130437 -0.5 0.0 0.7
C -9.396833 34.320499 -8.102322 -0.8 2.9 2.2
C -10.236643 33.939950 -9.117613 0.5 -2.6 -2.3
C -0.256680 35.463851 -5.385982 -0.1 -1.4 1.2
C -15.088134 29.232116 -13.678600 0.9 -0.5 -0.7
C -9.857579 32.905326 -10.038661 1.0 1.7 3.3
C -5.770618 31.911123 -12.568066 -0.5 1.3 0.5
C -9.026109 29.495323 -7.528357 2.0 -0.2 -0.3
C -4.873090 28.728861 -12.399741 0.7 -0.6 0.8
C -7.352732 32.903443 -16.424993 1.5 -1.2 -0.1
C -10.893070 37.981131 -5.812204 -0.3 -1.0 0.0
C -7.607561 32.543817 -8.692480 -2.6 -0.8 -2.8
C -3.147688 25.622717 -6.671553 0.4 -0.2 0.3
C -7.628670 28.553232 -16.139495 0.7 -0.3 0.5
C -11.669521 33.393601 -15.134451 -0.9 0.4 -1.4
C -8.612319 41.715436 -6.971829 0.9 -1.5 0.4
C -7.377973 37.662790 -8.567520 -1.6 -2.0 -0.6
C -3.825072 32.103992 -7.037865 -0.6 -0.2 0.1
C -4.154633 34.557216 -4.749155 -1.7 0.3 1.3
C -8.525619 32.089325 -9.703145 1.4 -0.1 0.6
C -5.549383 39.081765 -8.463640 0.7 -3.3 3.1
C -8.030262 33.586280 -7.915344 3.2 2.8 4.0
C -16.287465 30.390467 -10.308784 -0.7 -0.3 -1.3
C -11.494906 33.686695 -4.337508 1.0 -0.2 0.4
C -14.815336 36.728017 -3.867031 -1.4 0.2 -0.9
C -6.550880 36.948674 -5.440604 0.8 -0.7 1.4
C -13.472245 34.870342 -7.028567 0.5 0.7 0.0
C -8.523559 35.135325 -12.605601 0.1 1.3 1.4
C -5.954299 29.396206 -8.717784 0.8 1.2 0.2
C -11.871758 36.141930 -0.574475 0.9 -0.7 -0.2
C -13.650798 33.402417 -11.194920 1.5 3.6 2.1
C -2.571528 29.236165 -5.731901 0.4 1.0 0.2
H -8.257011 37.710900 -7.924807 -0.3 -0.1 -0.4
H -4.026281 31.573897 -6.106947 0.6 0.3 0.4
H -4.833324 32.465061 -12.620383 0.4 -0.8 -0.1
H -11.381882 37.199144 -6.393294 -0.4 0.2 0.0
H -6.718208 36.962058 -8.055879 0.1 -0.1 -0.6
H -4.391002 34.771811 -5.791359 0.3 -0.2 0.0
H -4.596707 27.683405 -12.262888 0.1 -0.1 -0.7
H -6.948313 33.541164 -17.211036 -0.6 0.1 -0.2
H -7.510279 31.872613 -16.742263 0.6 0.1 -0.4
H -7.484870 36.692129 -5.940550 0.1 0.7 -0.1
H -16.562924 29.335969 -10.324790 -0.2 0.1 0.6
H -8.516065 41.638252 -5.888837 -0.1 0.2 0.0
H -8.725618 30.542863 -7.506628 0.0 0.0 0.2
H -5.659264 28.835749 -11.652341 -0.5 0.6 -0.6
H -6.607157 32.164599 -8.544843 -0.2 -0.3 -0.1
H -8.227855 42.678196 -7.308545 -0.9 0.1 -0.3
H -10.804440 34.051608 -5.097884 0.2 0.8 0.4
H -5.657820 36.623488 -5.974276 -0.2 0.2 0.0
H -8.438513 36.218200 -12.514871 0.0 0.1 -0.6
H -10.087272 37.426340 -5.331569 0.5 0.6 -0.1
H -13.159415 40.652698 -5.100615 0.3 -0.5 0.0
H -6.379840 30.142597 -8.047031 -0.6 -0.1 -0.4
H -3.554021 31.318983 -7.743838 -0.4 0.3 -0.4
H -4.993626 34.048133 -4.274776 -0.5 0.1 -0.5
H -5.060068 29.883134 -9.106848 0.2 -0.1 -0.2
H -11.606224 35.086746 -0.509770 -0.2 -0.1 0.4
H -8.015169 27.976374 -15.299286 -0.7 0.7 0.2
H -14.296081 41.212940 -6.202578 0.3 0.4 -0.9
H -14.579063 37.789737 -3.937925 0.1 0.0 0.8
H -8.807696 29.117345 -8.527116 0.0 0.0 -0.1
H -4.737813 32.674066 -7.211140 -0.2 -0.4 -0.6
H -2.070178 28.377074 -5.286128 -0.2 -0.2 -0.1
H -3.042673 25.427567 -5.604325 0.0 -0.1 0.0
H -14.216032 28.713467 -13.280436 -0.1 -0.2 0.0
H -6.576139 32.893858 -15.660206 -0.3 0.0 0.3
H -13.000304 33.982513 -11.849485 0.6 -0.6 -0.1
H -11.562448 31.708205 -7.642835 0.2 0.0 0.0
H -2.215159 26.059416 -7.029016 -0.1 0.0 -0.2
H -8.467307 28.897645 -6.808202 0.2 0.2 0.0
H -11.410948 25.698847 -8.019245 -0.1 0.1 0.0
H -11.528303 38.376051 -5.019346 -0.1 0.0 -0.1
H -3.675766 35.051625 -8.541956 0.0 0.4 -0.1
H -7.011713 27.771552 -16.582711 0.5 0.6 -0.5
H 0.417072 35.899426 -6.123843 -0.8 0.4 -0.1
H -16.767568 30.805164 -11.195141 -0.2 0.3 0.2
H -12.281036 36.498878 0.370609 -0.3 0.0 -0.3
H -10.199655 26.732480 -8.744931 0.0 0.3 0.1
H -12.949964 31.739522 -6.561491 0.1 -0.2 0.2
H -6.564765 29.119125 -9.577230 -0.3 -0.1 0.4
H -8.221611 36.392749 -10.108158 0.3 -0.3 -0.1
H -16.605051 30.930907 -9.417078 0.4 -0.2 0.0
H -8.369396 28.912002 -16.854127 0.0 0.0 0.3
H -11.693857 26.375476 -9.630729 0.0 0.1 0.0
H -0.396713 35.988909 -4.441101 -0.3 1.0 -0.6
H -4.080407 35.474868 -4.165638 0.5 0.3 -0.3
H -13.940162 39.520148 -6.293922 0.4 -0.1 0.1
H -5.255879 35.862240 -8.986535 0.4 -0.2 0.1
H -10.930086 36.647212 -0.789059 -0.1 0.3 0.0
H -12.347702 33.359428 -4.932270 -0.8 0.6 0.8
H -6.579667 36.436808 -4.478699 0.1 -0.3 0.0
H -12.865270 35.271416 -6.216886 -0.4 0.1 -0.1
H -14.238156 34.209161 -10.756422 -0.6 -0.1 0.0
H -15.450545 36.571693 -4.738910 0.2 -0.3 -0.3
H 0.299410 34.625390 -4.966633 -0.1 -0.7 -0.6
H -9.536296 34.916129 -12.267346 0.0 -0.5 -0.2
H -12.792992 34.716133 -7.866982 -0.1 -0.6 0.1
H -4.008383 29.307812 -12.075416 -0.1 0.2 -0.2
H -1.958657 29.664843 -6.524819 0.2 0.0 0.2
H -8.442002 38.058927 -10.450830 0.2 0.3 0.2
H -5.865125 31.213917 -11.735556 0.3 -0.1 -0.2
H -13.175099 31.899399 -8.271682 -0.2 -0.3 -0.3
H -12.188527 34.183945 -15.676753 -0.9 -0.4 0.1
H -6.472028 32.721367 -12.369007 -0.5 -0.2 0.0
H -15.962561 28.582263 -13.644402 -0.2 0.3 0.5
H -11.036599 32.769884 -3.966672 -0.1 0.1 0.4
H -7.992881 40.933507 -7.411130 0.4 0.2 0.2
H -3.333800 24.682869 -7.191319 0.0 0.1 0.0
H -13.133645 33.008893 -10.319814 0.4 -0.5 -0.4
H -14.084950 34.026004 -6.712703 0.2 0.0 -0.3
H -2.770269 29.991146 -4.971241 0.5 -0.1 0.1
H -12.285762 32.941606 -14.357242 0.2 0.2 0.2
H -5.008319 34.069287 -9.027072 -0.2 0.1 -0.3
H -6.811416 37.387127 -10.673962 0.0 -0.2 0.0
H -11.162990 34.460332 -9.311179 0.0 0.2 0.0
H -15.443736 36.377680 -3.048211 0.3 0.5 0.4
H -14.894880 29.418676 -14.734982 0.0 0.0 -0.1
H -7.793407 34.799280 -11.869358 0.0 -0.7 -0.2
H -11.418753 32.659589 -15.900238 0.3 -0.2 0.2
```
Positions in Å, forces in eV/Å.

Values from the calculation:
multiplicity = 1
orbital gap = 6.43 eV
E_LUMO = -1.082 eV
largest force on an atom = 5.867 eV/A